[1]
Molecular formula: C15H29OSTb
Method: DFT, ωB97M-V/def2-TZVPD

The value obtained for the LUMO energy (alpha / beta) is -7.48 / -6.78 eV. The charge is +2. Its expectation value of S² is 12.767. For the HOMO-LUMO gap (alpha / beta), the calculation gives 7.700 / 8.402 eV. Its spin multiplicity is 7.

XYZ file:
```
47
C15H29OSTb | the Open Molecules 2025 dataset | ωB97M-V/def2-TZVPD
Tb 0.596 -0.111 0.336
S 1.744 -2.810 2.333
O 1.800 -1.474 1.492
C 0.684 2.172 0.694
C -1.273 1.088 1.367
C -2.295 0.372 2.189
C 1.992 -4.020 1.020
C 0.542 1.449 3.202
C -0.002 1.575 1.822
C -0.988 -1.456 -3.040
C -0.046 2.795 -1.747
C 1.088 -0.483 -3.791
C 2.047 2.796 0.725
C -0.206 2.081 -0.439
C -0.061 -2.993 2.471
C -1.404 1.409 -0.016
C 0.310 -0.798 -2.511
C -2.640 1.217 -0.833
H -3.234 0.402 -0.400
H 2.901 -3.771 0.479
H -0.532 -2.037 2.790
H 0.580 0.332 -4.322
H -1.553 -0.695 -3.610
H -1.688 -1.833 -2.289
H 0.899 -1.458 -1.844
H -0.790 -2.316 -3.702
H -2.956 1.067 2.723
H -0.434 2.189 -2.586
H 2.805 2.158 1.212
H 2.095 -5.037 1.412
H 0.350 2.360 3.789
H -3.279 2.117 -0.798
H -1.829 -0.265 2.950
H 0.048 0.636 3.744
H 1.159 -3.935 0.323
H 0.998 3.088 -1.949
H -0.448 -3.271 1.467
H 1.046 -1.322 -4.498
H 1.631 1.299 3.221
H 1.998 3.730 1.312
H -2.403 1.017 -1.891
H 2.409 3.060 -0.279
H 0.088 0.145 -1.940
H -2.948 -0.218 1.533
H 2.138 -0.215 -3.609
H -0.646 3.726 -1.732
H -0.294 -3.763 3.222
```

***

[2]
Molecular formula: C15H30AsNiSi2
Method: DFT, ωB97M-V/def2-TZVPD

The value obtained for the LUMO energy (alpha / beta) is -2.41 / -4.80 eV. The charge is +1. Its expectation value of S² is 2.015. For the HOMO-LUMO gap (alpha / beta), the calculation gives 9.100 / 7.097 eV. Its spin multiplicity is 3.

XYZ file:
```
49
C15H30AsNiSi2 | the Open Molecules 2025 dataset | ωB97M-V/def2-TZVPD
As 0.350 -0.665 1.265
Ni -1.142 0.446 -0.097
Si 1.735 1.237 0.796
Si 1.879 -2.474 0.925
C 2.973 -2.582 2.417
C -1.273 2.987 -2.264
C -2.711 2.009 -0.434
C 3.377 1.150 1.666
C -2.487 -1.942 -2.169
C 0.779 2.729 1.406
C -1.970 1.819 -1.619
C -2.546 -0.564 -1.575
C -3.350 0.936 0.206
C 2.817 -2.149 -0.646
C 1.987 1.377 -1.057
C -3.241 -0.341 -0.374
C -4.122 1.123 1.481
C 0.816 -3.987 0.763
C -1.901 0.528 -2.181
H -1.943 3.845 -2.312
H -5.168 0.858 1.328
H 2.744 0.689 -1.433
H -1.340 0.377 -3.095
H 0.153 -3.918 -0.102
H 1.440 -4.875 0.637
H 2.382 -2.728 3.322
H 0.871 2.845 2.487
H -3.696 -1.185 0.132
H 3.914 2.094 1.547
H 3.541 -1.341 -0.549
H -2.775 3.001 -0.005
H -2.071 -2.651 -1.453
H 4.009 0.356 1.263
H 3.369 -3.066 -0.876
H -3.728 0.478 2.266
H 2.328 2.394 -1.273
H 0.204 -4.128 1.656
H -0.395 3.286 -1.690
H -4.076 2.154 1.825
H 1.182 3.633 0.940
H 2.155 -1.937 -1.487
H 3.613 -1.711 2.556
H -0.952 2.744 -3.275
H -3.491 -2.281 -2.425
H 3.616 -3.458 2.293
H -0.286 2.670 1.170
H 1.066 1.204 -1.619
H -1.879 -1.960 -3.071
H 3.242 0.973 2.735
```

***

[3]
Molecular formula: C15H30BBr10NO6S
Method: DFT, ωB97M-V/def2-TZVPD

The value obtained for the LUMO energy is -0.29 eV. The SMILES is [H]/N=C(/C)C[C@@H]1OS(=O)(=O)O[C@@H]1B(O)O.BrCCBr.BrCCBr.BrCCBr.BrCCBr.BrCCBr. The charge is 0. For the HOMO-LUMO gap, the calculation gives 9.474 eV. Its spin multiplicity is 1.

XYZ file:
```
64
C15H30BBr10NO6S | the Open Molecules 2025 dataset | ωB97M-V/def2-TZVPD
Br -1.752 5.427 -8.127
Br -2.761 -0.906 -4.395
Br 0.648 -6.191 -4.474
Br 0.986 -1.555 7.291
Br -2.422 1.600 -1.156
Br 0.419 3.477 -2.594
Br -3.113 2.230 -6.868
Br 1.984 1.787 8.516
Br -1.603 -3.345 -1.871
Br 2.009 -2.993 -5.732
S -2.271 1.706 5.448
O -1.992 0.234 4.581
O 2.712 0.694 4.735
O -2.718 1.283 6.881
O 2.324 3.203 4.554
O -3.479 2.287 4.621
O -0.777 2.594 5.383
N 0.507 0.294 0.325
C -1.099 -3.150 -3.746
C 2.081 -1.061 8.829
C 1.537 0.171 9.513
C 0.201 1.511 5.198
C -2.334 2.696 -2.768
C -0.562 0.435 4.197
C 2.920 -4.673 -5.341
C -0.646 0.822 2.606
C 2.081 -5.859 -5.755
C -0.841 3.748 -7.735
C -0.996 -1.693 -4.134
C 0.179 -0.177 1.601
C 0.645 -1.688 2.088
C -1.018 2.506 -3.486
C -1.680 2.562 -8.149
B 1.761 1.856 4.807
H -0.480 -1.080 -3.390
H -0.598 3.757 -6.669
H -2.516 3.730 -2.461
H 0.086 3.786 -8.315
H 3.847 -4.635 -5.921
H -1.064 2.929 -4.493
H -0.289 -2.126 2.688
H -0.093 -0.581 4.540
H 0.992 -2.373 1.205
H -1.081 1.646 -8.149
H -2.150 2.682 -9.129
H -3.166 2.354 -3.389
H -0.126 -3.641 -3.831
H 2.329 -0.066 5.294
H 2.002 0.305 10.494
H -1.792 0.739 2.300
H 3.105 -0.941 8.466
H -1.835 -3.705 -4.333
H -0.310 1.943 2.424
H 0.137 1.284 0.228
H 0.264 0.974 6.235
H 2.680 -6.774 -5.755
H 0.450 0.159 9.631
H -0.492 -1.586 -5.099
H 1.505 -1.573 2.903
H 1.611 -5.738 -6.735
H -0.705 1.460 -3.550
H 3.163 -4.663 -4.275
H 2.036 -1.925 9.498
H 1.560 3.831 4.745
```

***

[4]
Molecular formula: C15H30CaF12O15P2
Method: DFT, ωB97M-V/def2-TZVPD

The value obtained for the LUMO energy (alpha / beta) is -3.02 / -10.26 eV. The charge is +1. Its expectation value of S² is 0.757. For the HOMO-LUMO gap (alpha / beta), the calculation gives 10.227 / 2.977 eV. Its spin multiplicity is 2.

XYZ file:
```
75
C15H30CaF12O15P2 | the Open Molecules 2025 dataset | ωB97M-V/def2-TZVPD
Ca -0.056 -0.080 -0.863
P 2.882 -0.549 -3.055
P -2.202 -1.636 -2.511
F -0.607 -1.683 -2.728
F 2.150 -2.068 -3.016
F 1.748 -0.030 -4.017
F -1.886 -1.734 -0.935
F -2.289 -3.289 -2.577
F 3.826 -1.165 -4.262
F -3.853 -1.466 -2.105
F 4.041 -1.032 -1.989
F -2.509 -1.517 -4.081
F 3.662 0.934 -3.055
F 1.906 -0.101 -1.908
F -2.040 -0.023 -2.266
O 0.731 -2.342 -0.268
O 3.503 0.430 2.323
O -1.084 -0.492 1.178
O 0.752 -4.599 -0.373
O -2.003 3.349 1.634
O 0.505 1.985 -1.879
O 1.635 0.374 0.792
O 0.430 3.345 -3.704
O -2.745 -1.469 2.451
O -3.411 3.414 0.051
O -1.984 0.618 3.068
O 1.519 -0.189 3.022
O -1.647 1.943 -0.132
O 0.389 -3.520 1.510
O 1.849 3.650 -2.078
C -3.790 3.414 -1.319
C 2.146 -0.461 4.295
C -3.146 -2.422 1.493
C 0.214 -4.799 2.126
C -2.285 2.842 0.454
C 4.251 1.288 1.436
C 2.588 3.481 -0.826
C 0.751 -3.416 0.254
C 0.887 2.977 -2.467
C -2.683 0.596 4.283
C 0.989 -4.831 -1.713
C 2.183 0.206 1.942
C -0.760 2.665 -4.278
C -1.894 -0.466 2.155
C -0.674 3.493 1.967
H -3.590 -2.069 0.562
H -4.814 3.789 -1.307
H 2.031 -4.704 -2.005
H 3.329 2.685 -0.906
H 2.736 -1.374 4.215
H -2.273 -3.067 1.392
H -0.154 4.400 1.659
H -0.790 2.564 -5.363
H -0.453 -5.376 1.486
H -3.139 4.093 -1.870
H -3.922 -3.026 1.962
H 0.697 -5.843 -1.997
H 3.873 2.304 1.551
H -0.056 2.762 1.446
H -0.521 3.387 3.041
H 0.290 -4.225 -2.289
H -3.883 2.409 -1.729
H -2.075 1.198 4.958
H 1.126 -5.394 2.074
H -0.318 -4.590 3.054
H 5.250 1.138 1.846
H 4.126 0.927 0.415
H 1.467 -0.677 5.120
H 2.957 0.197 4.605
H -3.736 0.806 4.096
H -2.521 -0.440 4.582
H 1.929 3.236 0.007
H -1.069 1.673 -3.948
H 3.191 4.359 -0.596
H -1.673 3.230 -4.093
```

***

The lowest charge belongs to which entry? C15H30BBr10NO6S

***

Among the records above, which one has the lowest charge? C15H30BBr10NO6S

***

Look up the charge of the fourth one. +1